[1]
Here is one molecule with the formula C5H9NO from the OMol25 dataset. Energies are from ωB97M-V with the def2-TZVPD basis set.

```
16
Properties=species:S:1:pos:R:3:forces:R:3
C -2.1846 -0.2138 -0.0443 -0.0285 0.0369 -0.0015
C -0.6701 -0.4254 -0.2368 0.0659 -0.0513 -0.0094
C -0.1746 -1.3248 0.8164 0.4028 -0.5649 0.7705
N 0.2584 -1.9634 1.6786 -0.4822 0.5060 -0.7945
C 0.1900 0.8660 -0.2334 -0.0245 0.0817 0.0058
C 1.6610 0.6471 0.1101 -0.2452 0.2623 0.2307
O 2.2209 -0.2535 -0.8282 0.1853 -0.1392 0.0105
H -2.5919 0.4850 -0.7822 0.1908 -0.0734 0.0693
H -2.4117 0.1695 0.9562 0.1190 -0.0014 -0.1595
H -2.7132 -1.1667 -0.1584 0.1136 0.1731 0.0170
H -0.5112 -0.9357 -1.1931 0.0672 0.0150 0.1711
H 0.1332 1.3209 -1.2289 -0.0923 -0.0531 0.1351
H -0.2168 1.5893 0.4840 -0.0109 -0.1266 -0.0720
H 1.7522 0.2517 1.1312 -0.0408 0.0561 -0.1734
H 2.1759 1.6198 0.0829 -0.0675 -0.1570 -0.0446
H 2.9898 -0.6713 -0.4222 -0.1528 0.0358 -0.1551
```
Forces are in eV/Å.

Summary:
- Energy: -8868.11860 eV
- HOMO: -10.6 eV
- Multiplicity: 1
- Energy above the lowest of the compared OMol25 structures with the same formula, charge and spin: 105.56 kJ/mol
- SMILES: C[C@H](C#N)CCO
- Charge: 0


[2]
Here is one molecule with the formula C5H9NO from the OMol25 dataset. Energies are from ωB97M-V with the def2-TZVPD basis set.

```
16
Properties=species:S:1:pos:R:3:forces:R:3
C 0.5516 0.7617 1.5693 -0.0156 0.0497 0.0219
C 0.4494 -0.7059 1.1896 0.0980 -0.0735 0.1077
O 1.0349 -1.5367 1.8533 -0.1702 0.2499 -0.1710
C -0.3667 -1.1927 0.0201 0.0183 -0.2102 0.2069
C -1.5142 -0.4210 -0.5431 -0.2536 0.1012 0.0432
N -0.3207 -0.6150 -1.3171 0.0542 0.0462 -0.1324
C 0.5377 0.5210 -1.6299 0.2292 0.2375 -0.0410
H 1.5092 1.1609 1.2173 -0.1107 -0.0967 0.0264
H 0.5631 0.8189 2.6601 -0.0287 -0.0120 -0.1289
H -0.2451 1.3968 1.1760 0.1117 -0.1561 0.0074
H -0.4153 -2.2797 0.0281 0.0104 0.1541 -0.0082
H -2.3972 -0.9570 -0.8846 0.1317 0.0509 0.0761
H -1.7169 0.5720 -0.1400 0.0848 -0.1572 -0.0308
H 1.3525 0.6563 -0.9165 -0.0437 -0.0458 -0.0127
H 1.0022 0.3616 -2.6039 -0.0981 -0.0363 0.0023
H -0.0245 1.4588 -1.6786 -0.0178 -0.1016 0.0332
```
Forces are in eV/Å.

Summary:
- Energy: -8866.89557 eV
- HOMO: -9.3 eV
- Multiplicity: 1
- Energy above the lowest of the compared OMol25 structures with the same formula, charge and spin: 223.56 kJ/mol
- SMILES: CC(=O)[C@H]1CN1C
- Charge: 0


[3]
Here is a 2-piece molecular cluster, C5H9NO overall from the OMol25 dataset. Energies are from ωB97M-V with the def2-TZVPD basis set.

```
16
Properties=species:S:1:pos:R:3:forces:R:3
C 0.7967 -0.8886 0.9658 0.0466 0.0797 -0.0574
C -0.3084 -0.1778 0.2494 -0.1177 0.4302 0.4208
C -1.5565 -0.9340 -0.0807 -0.0171 0.1018 -0.0099
C -0.2924 1.2916 0.1752 0.0056 -0.2626 -0.3519
O 0.8047 1.9734 0.1611 -0.2735 -0.1798 0.0648
C 1.5721 0.9169 -1.6229 0.2665 -0.1567 -0.4746
N 1.0203 -0.0926 -1.7847 0.2193 0.4646 0.1254
H 1.1509 -1.7251 0.3514 -0.1128 0.1891 0.0946
H 0.4342 -1.3108 1.9158 0.0308 0.1245 -0.2455
H 1.6243 -0.1954 1.1467 -0.1643 -0.1622 -0.0288
H -1.8561 -1.6296 0.7150 0.1274 0.1853 -0.1688
H -2.3870 -0.2588 -0.3232 0.2107 -0.1415 0.0705
H -1.3409 -1.5305 -0.9790 0.0144 0.1470 0.1948
H -1.1827 1.6728 -0.3807 0.2676 -0.0854 0.1732
H -0.7317 1.1167 1.2660 -0.0991 -0.3400 -0.0096
H 2.2289 1.7682 -1.7468 -0.4044 -0.3941 0.2025
```
Forces are in eV/Å.

Summary:
- Energy: -8864.91485 eV
- HOMO: -8.9 eV
- Multiplicity: 1
- Energy above the lowest of the compared OMol25 structures with the same formula, charge and spin: 414.67 kJ/mol
- Charge: 0


[4]
Here is a 2-piece molecular cluster, C5H9NO overall from the OMol25 dataset. Energies are from ωB97M-V with the def2-TZVPD basis set.

```
16
Properties=species:S:1:pos:R:3:forces:R:3
O -0.0712 0.9846 -0.5970 0.0145 0.2318 0.0508
C -0.8540 0.3842 0.3952 -0.0503 -0.2058 0.1682
C -1.6621 -0.7813 -0.0602 0.0124 -0.1976 -0.0582
C -2.3414 0.5183 0.3065 -0.1442 0.1480 0.0387
H 0.3291 1.7763 -0.2123 -0.0534 -0.0891 -0.1497
H -0.3922 0.3351 1.3819 -0.0601 0.0390 -0.1673
H -1.5933 -1.0231 -1.1170 -0.0305 0.0570 0.1512
H -1.7690 -1.6367 0.6005 0.0016 0.1557 -0.0905
H -2.7097 1.1264 -0.5132 0.0393 -0.0943 0.1014
H -2.9259 0.5674 1.2198 0.1017 -0.0252 -0.1139
C 2.3562 -0.8068 -0.4159 -0.0080 -0.0814 -0.0263
C 2.5081 0.4646 0.2821 0.1900 0.8653 0.5104
N 2.6215 1.4748 0.8335 -0.0681 -0.9313 -0.4760
H 1.6214 -1.4264 0.1018 0.0710 0.0778 -0.0238
H 1.9912 -0.6220 -1.4261 0.0520 0.0082 0.0819
H 3.3122 -1.3307 -0.4516 -0.0679 0.0419 0.0032
```
Forces are in eV/Å.

Summary:
- Energy: -8867.07820 eV
- HOMO: -9.7 eV
- Multiplicity: 1
- Energy above the lowest of the compared OMol25 structures with the same formula, charge and spin: 205.94 kJ/mol
- SMILES: OC1CC1.CC#N
- Charge: 0